The following is a quantum chemistry calculation of 2 unconnected molecules or ions with the total composition C9H14FN2O, from OMol25.

**HOMO (spin up / spin down)**: -11.612 / -11.566 eV
**Orbital gap (spin up / spin down)**: 5.798 / 5.405 eV
**ΔE to the lowest compared entry with this formula, charge and spin**: 137.6 kcal/mol

```
! wB97M-V def2-TZVPD RIJCOSX def2/J DEFGRID3
* xyz 1 1
C 0.781 3.071 -2.503
C 1.981 3.255 -2.394
C -0.559 2.775 -2.348
C -0.620 -1.973 2.786
C -1.627 -1.242 1.809
C -0.355 -3.182 1.842
C -1.098 -1.412 0.391
C 3.473 3.161 -2.320
C -0.214 -0.160 -0.051
N -1.735 1.570 -0.489
N -0.341 -2.545 0.539
O -0.743 1.020 0.243
F -1.521 3.337 -2.951
H 0.256 -1.323 2.854
H -1.108 -2.384 3.733
H -2.636 -1.724 1.970
H -1.670 -0.106 1.976
H 0.564 -3.750 2.227
H -1.210 -3.800 1.926
H -1.897 -1.480 -0.340
H 3.819 2.282 -2.922
H 3.725 3.032 -1.259
H 3.876 4.140 -2.624
H 0.094 -0.379 -1.044
H 0.747 0.061 0.496
H 0.024 -3.142 -0.278
H -2.006 0.897 -1.267
*
```